# 1
Formula: C5H8O2
Source: OMol25
Level of theory: ωB97M-V/def2-TZVPD

## Properties
Electronic energy = -9407.7763 eV
LUMO energy = 0.82 eV
SMILES = C=C1CC1.O=CO
Gap between HOMO and LUMO = 10.63 eV
Relative energy (zero: lowest compared OMol25 entry of this formula, charge and spin) = 47.4 kcal per mole
Strongest force on any atom = 0.48 eV Å⁻¹

The geometry in ORCA input format:
```
! RIJCOSX wB97M-V def2-TZVPD def2/J DEFGRID3
* xyz 0 1
O 1.0382 -0.1245 -1.8459
C -0.6417 -0.0167 0.8763
C 0.3527 -0.0623 1.7423
C 2.0673 -0.1838 -0.9833
O 2.8398 0.7141 -0.7849
C -1.6327 -0.7320 0.0678
C -1.5256 0.7942 0.0342
H 1.0583 0.7703 -2.2258
H 0.8504 0.8419 2.0822
H 0.7113 -1.0069 2.1445
H 2.0984 -1.1702 -0.5083
H -2.4974 -1.1681 0.5636
H -1.2869 -1.2754 -0.8092
H -1.1167 1.2496 -0.8654
H -2.3154 1.3698 0.5119
*
```

Here are the Löwdin charges for atoms 1 to 4, given in e: O 0.059; C -0.338; C 0.040; C -0.405

***

# 2
Formula: C36H37F10N8Rb
Source: OMol25
Level of theory: ωB97M-V/def2-TZVPD

## Properties
Electronic energy = -77677.8907 eV
LUMO energy = 3.30 eV
Gap between HOMO and LUMO = 4.04 eV
Relative energy (zero: lowest compared OMol25 entry of this formula, charge and spin) = 29.6 kcal per mole
Strongest force on any atom = 2.87 eV Å⁻¹

The geometry in ORCA input format:
```
! RIJCOSX wB97M-V def2-TZVPD def2/J DEFGRID3
* xyz -2 1
Rb 10.6434 11.6477 11.1742
C 7.7453 12.7469 13.2747
N 7.8982 13.6184 12.0948
C 7.2469 13.2900 10.8194
C 8.3822 14.9038 12.2810
C 7.9181 15.8757 11.4144
C 8.2142 17.2424 11.5310
C 8.9104 17.6467 12.6470
C 9.4152 16.7074 13.5751
C 9.3371 15.3008 13.3106
N 10.1800 14.4149 13.8011
C 10.7724 14.5383 15.0082
C 10.0407 14.6629 16.1729
C 10.5654 14.5846 17.4682
C 11.9137 14.3722 17.6263
C 12.7488 14.3005 16.4870
C 12.2032 14.4122 15.1829
N 13.0384 14.4423 14.1000
C 12.8034 15.3773 12.9797
C 14.2958 13.6797 14.1117
H 7.0078 13.2520 13.9199
H 8.6896 12.6171 13.8426
H 7.3104 11.7656 12.9695
H 6.3210 13.8898 10.6536
H 7.0025 12.2232 10.8018
H 7.9841 13.5646 10.0755
H 7.3382 15.5874 10.5284
H 7.8919 17.8769 10.6938
H 9.1256 18.6828 12.8062
H 9.9913 17.0519 14.3834
H 8.9529 14.6412 16.0740
H 9.8890 14.6255 18.3044
H 12.3923 14.3918 18.5883
H 13.8036 14.2586 16.5638
H 12.5533 16.3919 13.3010
H 11.9790 15.0240 12.3292
H 13.7335 15.3304 12.4445
H 14.0094 12.5755 13.8709
H 14.7824 13.6010 15.0860
H 14.9534 13.9992 13.2979
C 9.4061 8.5897 9.0715
N 10.7617 8.8746 9.5101
C 11.3560 8.0473 10.5831
C 10.5188 7.9153 11.8965
N 10.8535 8.9972 12.7718
C 10.1639 9.0011 13.9088
C 10.2708 10.1466 14.7174
F 11.0053 11.2192 14.1867
C 9.5381 10.4553 15.8236
F 9.5950 11.6869 16.4055
C 8.7009 9.4611 16.3269
F 7.9588 9.6883 17.4436
C 8.4376 8.3333 15.5336
F 7.4988 7.4314 15.9454
C 9.2564 8.0386 14.4696
F 9.1662 6.8576 13.7829
C 11.6527 9.1490 8.4010
C 13.0318 9.6640 8.8152
N 13.0458 10.9722 9.4292
C 14.1976 11.5471 9.6056
C 15.4829 11.0899 9.2033
F 15.6527 9.7565 8.8493
C 16.5583 11.8818 8.9735
F 17.5595 11.5905 8.1142
C 16.5669 13.1802 9.4846
F 17.7143 13.8774 9.4072
C 15.3979 13.6889 10.1140
F 15.3876 14.9485 10.5812
C 14.2409 12.9069 10.1162
F 13.0690 13.5865 10.3893
H 9.2015 7.5446 8.7546
H 9.0757 9.2513 8.2790
H 8.6974 8.7499 9.9255
H 12.3156 8.5358 10.8711
H 11.5892 7.0093 10.1877
H 10.7139 6.8494 12.2544
H 9.4066 7.7922 11.8060
H 11.1366 9.8950 7.7385
H 11.9010 8.3275 7.7679
H 13.5367 9.6434 7.8182
H 13.5494 8.9684 9.4584
C 11.2658 16.0989 7.2464
N 10.3481 14.9613 7.1603
C 9.8627 14.4020 5.8845
C 10.2451 14.2171 8.2612
N 10.2539 13.5147 9.1838
H 11.9650 16.0038 8.0682
H 10.6546 17.0146 7.4514
H 11.7527 16.3081 6.2782
H 9.4681 15.1437 5.2073
H 9.0299 13.6686 6.0491
H 10.6486 13.8870 5.3459
*
```

Here are the Löwdin charges for atoms 1 to 4, given in e: Rb 0.715; C -0.061; N -0.208; C -0.101

***

# 3
Formula: C53H48AsN5P3PdSSe2
Source: OMol25
Level of theory: ωB97M-V/def2-TZVPD

## Properties
Electronic energy = -296898.7389 eV
LUMO energy (spin up / spin down) = -4.42 / -4.50 eV
Gap between HOMO and LUMO (spin up / spin down) = 4.92 / 4.84 eV
Relative energy (zero: lowest compared OMol25 entry of this formula, charge and spin) = 39.3 kcal per mole
Strongest force on any atom = 1.50 eV Å⁻¹

The geometry in ORCA input format:
```
! RIJCOSX wB97M-V def2-TZVPD def2/J DEFGRID3
* xyz 1 1
Pd -0.4869 1.5531 -0.5737
Se -2.3752 -4.5564 -2.8726
P -0.7109 -3.4582 -3.5852
C 0.8658 -4.2380 -3.1044
C 0.9343 -4.7085 -1.7966
C 2.0735 -5.3433 -1.3430
C 3.1537 -5.5073 -2.1948
C 3.0844 -5.0478 -3.4989
C 1.9413 -4.4209 -3.9644
C -0.7631 -3.2158 -5.3859
C -0.5479 -4.3168 -6.2086
C -0.6620 -4.1804 -7.5801
C -1.0076 -2.9555 -8.1315
C -1.2486 -1.8669 -7.3095
C -1.1293 -1.9936 -5.9373
C -0.7911 -1.8059 -2.9022
C -0.0047 -0.6955 -2.5673
N -0.8987 0.2664 -2.2361
N -2.1130 -0.2243 -2.2998
N -2.0719 -1.4540 -2.7068
P 1.6906 -0.0820 -2.6355
Se 1.9633 1.6569 -1.4004
C 1.8651 0.2172 -4.4148
C 1.7717 -0.8706 -5.2767
C 1.8020 -0.6607 -6.6409
C 1.9041 0.6292 -7.1389
C 1.9814 1.7099 -6.2763
C 1.9642 1.5086 -4.9075
C 2.8849 -1.3546 -2.1449
C 2.8497 -1.8086 -0.8302
C 3.8662 -2.6127 -0.3555
C 4.9150 -2.9658 -1.1888
C 4.9456 -2.5169 -2.4976
C 3.9391 -1.7006 -2.9798
H 0.0691 -4.6094 -1.1534
H 2.1139 -5.7200 -0.3326
H 4.0421 -6.0091 -1.8437
H 3.9256 -5.1841 -4.1605
H 1.8819 -4.1051 -4.9967
H -0.2995 -5.2716 -5.7637
H -0.4895 -5.0316 -8.2208
H -1.0985 -2.8516 -9.2025
H -1.5309 -0.9158 -7.7354
H -1.3230 -1.1410 -5.3028
H 1.6834 -1.8687 -4.8693
H 1.7374 -1.5002 -7.3151
H 1.9270 0.7898 -8.2054
H 2.0540 2.7115 -6.6671
H 2.0353 2.3373 -4.2162
H 2.0415 -1.5069 -0.1761
H 3.8514 -2.9435 0.6701
H 5.7168 -3.5799 -0.8105
H 5.7675 -2.7871 -3.1411
H 3.9821 -1.3249 -3.9923
N -3.3045 2.3630 -2.4262
C -3.0569 3.3476 -1.5647
N -4.0796 4.0512 -1.0675
S -1.4705 3.8144 -1.2204
H -4.2387 2.0096 -2.5674
H -2.5485 1.7449 -2.7032
H -5.0333 3.7834 -1.2557
H -3.9079 4.7789 -0.3909
C 0.0204 2.0121 3.3945
C 0.4336 3.3824 3.8670
As 1.1817 3.4680 5.7396
C 1.9313 1.6639 6.0042
C 3.3011 1.6247 6.2597
C 3.9478 0.4286 6.5158
C 3.2305 -0.7559 6.5188
C 1.8693 -0.7320 6.2674
C 1.2254 0.4681 6.0206
C -0.4967 3.3884 6.7626
C -1.5632 2.5198 6.5745
C -2.7025 2.6110 7.3536
C -2.8030 3.5827 8.3333
C -1.7522 4.4618 8.5320
C -0.6132 4.3603 7.7548
P -0.8406 1.9363 1.7407
C -1.3509 0.1746 1.8326
C -0.7150 -0.6450 0.8947
C -0.9710 -2.0023 0.8413
C -1.8846 -2.5557 1.7239
C -2.4933 -1.7593 2.6794
C -2.2224 -0.4027 2.7501
C -2.3076 2.9937 1.9634
C -2.0831 4.3727 1.9158
C -3.1370 5.2595 2.0437
C -4.4310 4.7780 2.1933
C -4.6634 3.4114 2.1975
C -3.6108 2.5193 2.0719
H -0.7051 1.5608 4.0765
H 0.8893 1.3466 3.3144
H -0.4196 4.0676 3.8727
H 1.2032 3.7941 3.2057
H 3.8598 2.5554 6.2676
H 5.0085 0.4202 6.7221
H 3.7276 -1.6920 6.7270
H 1.3017 -1.6521 6.2742
H 0.1571 0.4536 5.8598
H -1.5285 1.7504 5.8155
H -3.5162 1.9174 7.1958
H -3.6961 3.6557 8.9353
H -1.8221 5.2253 9.2923
H 0.2130 5.0481 7.9078
H 0.0317 -0.1636 0.2353
H -0.4694 -2.6297 0.1187
H -2.1060 -3.6100 1.6778
H -3.1918 -2.2002 3.3729
H -2.6873 0.1957 3.5211
H -1.0820 4.7440 1.7394
H -2.9536 6.3241 2.0099
H -5.2572 5.4673 2.2828
H -5.6721 3.0372 2.2928
H -3.8140 1.4584 2.0548
*
```

Here are the Löwdin charges for atoms 1 to 4, given in e: Pd 0.339; Se 0.289; P 0.519; C -0.343

***

# 4
Formula: C55H82F9N2O21P2
Source: OMol25
Level of theory: ωB97M-V/def2-TZVPD

## Properties
Electronic energy = -147374.8957 eV
LUMO energy = -2.30 eV
Gap between HOMO and LUMO = 8.79 eV
Strongest force on any atom = 2.90 eV Å⁻¹

The geometry in ORCA input format:
```
! RIJCOSX wB97M-V def2-TZVPD def2/J DEFGRID3
* xyz 1 1
C 0.7471 1.6944 6.1212
C 0.2696 1.3147 4.7155
O -0.1563 2.5667 4.0720
P -0.9643 2.3606 2.7114
O -1.0997 3.6808 2.0794
C -0.0170 1.2927 1.5457
C -0.6787 -0.0837 1.4092
C -0.0203 -1.0735 0.4173
C 1.5033 -1.0124 0.6491
N 1.8052 -1.0922 2.0970
O -0.3827 -2.4008 0.8163
C -1.7729 -2.6817 0.7757
C -1.8900 -4.2201 0.8919
C -2.5050 -4.6441 2.2457
O -1.9272 -5.9326 2.5677
C -1.2276 -5.9077 3.7348
O -1.6512 -6.4536 4.6979
C -2.5469 -1.9875 -0.3795
C -3.7624 -2.6867 -0.9831
F -4.3341 -1.7244 -1.8041
F -3.4341 -3.6700 -1.8338
C -4.8808 -3.1221 0.0018
F -4.8276 -4.4738 0.0737
F -4.7062 -2.6658 1.2569
C -6.3343 -2.7862 -0.4449
F -7.1200 -3.5439 0.3544
F -6.5934 -3.2101 -1.6831
C -6.7862 -1.2887 -0.2137
F -7.4708 -0.8945 -1.2865
F -5.7712 -0.4625 0.0532
F -7.6387 -1.2334 0.8108
N -1.6022 -1.6847 -1.4859
C -0.3884 -0.9055 -1.0736
C -0.5060 0.5734 -1.5724
C -1.8729 1.2367 -1.3187
C -1.9217 2.6674 -1.8293
C -2.8721 3.0849 -2.7219
C -2.9373 4.3776 -3.1335
C -2.0696 5.3173 -2.6622
C -1.1016 4.9007 -1.7866
C -1.0365 3.6059 -1.3766
P 0.9838 -1.6754 -2.1697
C 0.3194 -1.8414 -3.8900
O 2.1019 -0.4844 -2.2688
O -2.4284 1.7450 2.9894
C -3.4957 2.3285 2.2124
C -4.1452 3.5167 2.9013
H 1.6758 1.1829 6.3601
H 0.9195 2.7707 6.1077
H -0.0469 1.5200 6.8436
H 1.0793 0.9025 4.1120
H -0.5960 0.6479 4.7437
H 0.0155 1.8913 0.6434
H 0.9899 1.2505 1.9595
H -0.6026 -0.5558 2.3905
H -1.7484 0.0752 1.2573
H 1.9836 -1.8828 0.1972
H 1.9069 -0.0973 0.2209
H 1.7966 -2.0719 2.3571
H 2.7624 -0.7689 2.1892
H -2.1958 -2.2877 1.7069
H -0.8781 -4.6234 0.9330
H -2.3709 -4.7082 0.0462
H -3.5808 -4.7806 2.2056
H -2.1914 -3.9424 3.0221
H -0.2482 -5.4039 3.7567
H -2.9214 -1.0261 -0.0248
H -2.0334 -1.2068 -2.2824
H -1.2925 -2.5968 -1.8628
H 0.3464 1.1651 -1.2557
H -0.3991 0.5162 -2.6631
H -2.1646 1.2962 -0.2693
H -2.6592 0.7065 -1.8716
H -3.6146 2.3980 -3.1144
H -3.7033 4.7127 -3.8214
H -2.1126 6.3593 -2.9442
H -0.3911 5.6082 -1.3812
H -0.2491 3.3795 -0.6696
H -0.7317 -2.1527 -3.9229
H 0.3924 -0.9212 -4.4800
H 0.8956 -2.6141 -4.3953
H 2.8267 -0.8275 -2.8327
H -3.2264 2.5520 1.1794
H -4.2710 1.5535 2.1545
H -3.5419 4.4066 2.7201
H -5.1162 3.7302 2.4501
H -4.2159 3.3833 3.9738
O 4.9748 -1.3590 -2.6438
C 5.5358 -0.3018 -2.7898
O 4.8640 0.8320 -3.0449
C 5.7975 1.9168 -3.2816
C 7.0798 1.4800 -2.6047
C 7.0253 -0.0402 -2.7670
H 5.9211 2.0437 -4.3550
H 5.3967 2.8362 -2.8617
H 7.9674 1.9390 -3.0335
H 7.0485 1.7352 -1.5495
H 7.4569 -0.3702 -3.7136
H 7.4956 -0.5608 -1.9374
O -4.2052 4.9092 5.6192
C -5.2484 5.4943 5.6324
O -5.9109 5.8477 4.5034
C -7.0708 6.6313 4.8384
C -7.3893 6.2751 6.2825
C -6.0027 5.9869 6.8515
H -6.8217 7.6873 4.7155
H -7.8817 6.3808 4.1585
H -7.9314 7.0583 6.8086
H -7.9949 5.3680 6.3155
H -5.5163 6.8899 7.2230
H -6.0248 5.2253 7.6255
O 7.0047 4.8509 -4.9916
C 6.6787 4.4265 -6.0617
O 6.5511 3.0988 -6.3124
C 6.2543 2.8875 -7.7070
C 5.6589 4.2000 -8.1865
C 6.3858 5.2214 -7.3160
H 7.1831 2.6320 -8.2221
H 5.5574 2.0580 -7.8074
H 5.7805 4.3646 -9.2557
H 4.5946 4.2222 -7.9619
H 7.3307 5.5396 -7.7596
H 5.7658 6.0841 -7.0890
O 0.0992 -7.7648 -1.1525
C -0.7570 -8.4673 -0.6982
O -0.6261 -9.8054 -0.5625
C -1.8612 -10.3766 -0.0909
C -2.5974 -9.2286 0.5841
C -2.1323 -8.0308 -0.2377
H -2.4076 -10.7759 -0.9478
H -1.6410 -11.1910 0.5946
H -3.6773 -9.3615 0.6051
H -2.2535 -9.1215 1.6142
H -2.7629 -7.8670 -1.1139
H -2.0695 -7.1282 0.3619
O 2.6321 5.2735 -7.4171
C 1.8431 4.4848 -6.9889
O 2.1514 3.1762 -6.8019
C 0.9841 2.4511 -6.3859
C 0.0544 3.4970 -5.7928
C 0.3944 4.7334 -6.6230
H 0.5531 1.9582 -7.2609
H 1.2734 1.6917 -5.6609
H -0.9936 3.2109 -5.8315
H 0.3138 3.6736 -4.7482
H -0.1948 4.7870 -7.5397
H 0.2914 5.6536 -6.0547
O 7.9578 2.5919 0.9414
C 6.8851 3.1147 0.9168
O 6.2519 3.4445 -0.2408
C 5.0336 4.1520 0.0527
C 4.6745 3.7584 1.4779
C 6.0494 3.5456 2.1060
H 5.2227 5.2224 -0.0479
H 4.2679 3.8610 -0.6642
H 4.0632 4.5008 1.9873
H 4.1236 2.8150 1.4739
H 6.4638 4.4704 2.5090
H 6.0385 2.7735 2.8698
O 1.8691 -5.2102 5.7155
C 1.9147 -6.3581 6.0626
O 2.4836 -6.7621 7.2170
C 2.4755 -8.2021 7.2906
C 1.3621 -8.6410 6.3507
C 1.4042 -7.5504 5.2868
H 3.4548 -8.5699 6.9779
H 2.2984 -8.5074 8.3188
H 1.4966 -9.6482 5.9613
H 0.4033 -8.6088 6.8705
H 2.1145 -7.7850 4.4914
H 0.4228 -7.3310 4.8799
*
```

Here are the Löwdin charges for atoms 1 to 4, given in e: C -0.050; C -0.243; O -0.190; P 0.516

***

# 5
Formula: C4H6F2O2S
Source: OMol25
Level of theory: ωB97M-V/def2-TZVPD

## Properties
Electronic energy = -24607.6575 eV
LUMO energy = 0.56 eV
Gap between HOMO and LUMO = 11.94 eV
Relative energy (zero: lowest compared OMol25 entry of this formula, charge and spin) = 0.0 kcal per mole
Strongest force on any atom = 5.61 eV Å⁻¹

The geometry in ORCA input format:
```
! RIJCOSX wB97M-V def2-TZVPD def2/J DEFGRID3
* xyz 0 1
C -0.1418 1.1973 -0.7233
C -0.5376 -0.3129 -0.5305
C 0.8254 -0.8092 -0.1940
C -1.5029 -0.5444 0.7041
O 1.4696 1.1844 1.5511
O 2.5606 1.1133 -0.7134
F 0.9630 -1.8802 0.9575
F 1.5322 -1.4618 -1.1774
S 1.4460 0.8502 0.1221
H 0.1618 1.3800 -1.6683
H -0.7559 1.9676 -0.0658
H -1.0991 -0.8712 -1.2585
H -1.1099 -0.0664 1.6336
H -1.3717 -1.5109 1.0153
H -2.4397 -0.2356 0.3474
*
```

Here are the Löwdin charges for atoms 1 to 4, given in e: C -0.107; C -0.283; C -0.390; C -0.020

***

# 6
Formula: C7H11FeO6
Source: OMol25
Level of theory: ωB97M-V/def2-TZVPD

## Properties
Electronic energy = -54084.3742 eV
LUMO energy (spin up / spin down) = -9.83 / -11.92 eV
Gap between HOMO and LUMO (spin up / spin down) = 8.59 / 6.48 eV
Relative energy (zero: lowest compared OMol25 entry of this formula, charge and spin) = 9.9 kcal per mole
Strongest force on any atom = 5.02 eV Å⁻¹

The geometry in ORCA input format:
```
! RIJCOSX wB97M-V def2-TZVPD def2/J DEFGRID3
* xyz 2 6
O -3.7628 1.5690 -0.0822
O -2.7285 2.5085 1.6382
O -2.5621 0.2979 1.2295
C -3.0443 1.4350 0.9527
C -1.7379 2.3915 2.6634
H -1.6395 3.3918 3.0941
H -0.7842 2.0593 2.2381
H -2.0734 1.6892 3.4349
Fe -3.2016 -0.2531 -0.5417
C -0.9242 0.3253 -2.1425
H -1.2680 1.2222 -2.6588
C -1.3775 -0.8782 -1.5172
H -1.1016 -1.5229 -0.6680
O 0.4446 0.5121 -1.8413
C 1.0579 -0.6469 -1.6319
O 0.3903 -1.6805 -1.7988
O 2.1287 -0.5278 -0.9322
C 2.6711 -1.7283 -0.3119
C 3.8757 -1.3257 0.4958
H 2.9264 -2.4303 -1.1153
H 1.8810 -2.1690 0.3084
H 4.6389 -0.8592 -0.1399
H 4.3092 -2.2298 0.9426
H 3.6005 -0.6316 1.3000
H -1.7186 -0.5186 -2.9160
*
```

Here are the Löwdin charges for atoms 1 to 4, given in e: O 0.038; O 0.073; O 0.010; C -0.695

***

Question: electronic energy of number 5 (C4H6F2O2S)?
Answer: -24607.6575 eV

***

Question: Which value of electronic energy does entry 5 give?
Answer: -24607.6575 eV

***

Question: Which value of electronic energy does entry 4 give?
Answer: -147374.8957 eV